The following is a DFT calculation (ωB97M-V/def2-TZVPD) of a molecular structure, C13H27InO13.

The calculation puts the relative energy (zero: lowest compared OMol25 entry of this formula, charge and spin) at 86.3 kJ/mol. The net charge is +2.

Each line ends with the Mulliken charge.
Atoms and positions in Å:
In 0.15188 0.65098 1.10401  1.46
C -0.22140 3.16545 -0.96831  -0.92
O 0.43987 2.11361 -0.33582  -0.39
H -0.91907 3.61208 -0.25988  0.26
H 0.40271 4.00578 -1.27235  0.36
H -0.75822 2.86833 -1.86923  0.36
C 3.05529 1.39289 -1.53409  -0.42
O 2.68928 0.18360 -2.03809  -0.38
C 1.84755 -0.56742 -1.37663  0.00
O 1.12855 -0.18697 -0.43514  0.45
O 1.97781 -1.78208 -1.91081  -0.31
C 1.39129 -2.89569 -1.32761  -0.39
H 2.22146 2.08774 -1.43402  -0.04
H 3.77973 2.01492 -2.05979  0.35
H 3.48787 1.34572 -0.53472  0.24
H 2.17425 -3.65133 -1.26365  0.38
H 0.59244 -3.28000 -1.96184  0.38
H 1.03724 -2.70492 -0.31452  -0.39
C -1.43962 -3.00031 -0.33058  -0.60
O -1.52173 -2.22180 -1.49146  -0.43
C -1.07652 -0.94866 -1.49576  1.07
O -0.71701 -0.30034 -0.46485  0.09
O -1.00463 -0.50420 -2.71580  -0.44
C -0.65214 0.84691 -3.05432  -0.13
H -2.10069 -2.62735 0.45172  0.40
H -0.52012 -3.07976 0.24932  0.15
H -1.80229 -3.95994 -0.69892  0.30
H -1.36444 1.44777 -2.48891  -0.45
H -0.71189 1.00251 -4.13150  0.36
H 0.33696 1.11827 -2.68536  0.06
C 3.62736 -1.77497 0.83683  0.23
O 2.77192 -2.42815 1.69274  -0.30
C 1.50264 -2.13354 1.82018  1.27
O 0.87025 -1.27648 1.16186  -1.25
O 1.07827 -2.81869 2.83292  -0.35
C -0.29480 -2.81928 3.19340  -0.53
H 4.44699 -2.37629 0.44348  0.32
H 4.13488 -0.95885 1.35109  0.33
H 3.07333 -1.38341 -0.01629  -0.05
H -0.50337 -3.75180 3.71781  0.32
H -1.03127 -2.71561 2.39656  0.12
H -0.56210 -2.04684 3.91450  0.34
C -2.42791 3.54370 3.43647  -0.67
O -3.04545 3.18895 2.24894  -0.35
C -2.53659 2.35221 1.33318  1.00
O -1.44706 1.83020 1.48883  -0.96
O -3.34559 2.26351 0.28051  -0.30
C -2.92130 1.64361 -0.94231  -0.13
H -1.37855 3.78275 3.26383  0.30
H -2.55239 2.79019 4.21417  0.30
H -2.86647 4.45200 3.84973  0.28
H -2.33811 2.30153 -1.58663  0.43
H -3.85850 1.43403 -1.45789  0.39
H -2.30075 0.75518 -0.82523  -0.14

Cartesian forces (eV/Å) of the 3 atoms listed first:
In 0.1 2.9 -0.9
C -0.2 0.9 1.3
O 0.7 0.0 0.0

The following is a DFT calculation (ωB97M-V/def2-TZVPD) of a single C3H12N6O3S molecule.

As for the structure (SMILES): NCNN(CS(=O)(=O)O)N=C(N)N. The net charge is 0.

Each line ends with the natural charge from an NBO analysis.
Atoms and positions in Å:
C 2.38912 0.41624 0.29704  0.60
C -1.47696 0.35383 1.92751  -0.08
C -0.32897 -1.25731 -0.91003  -0.46
N 1.42759 -0.41315 0.61974  -0.51
N 3.55315 0.23192 0.89157  -0.79
N 2.26258 1.48082 -0.59882  -0.85
N -2.80777 -0.03897 1.42257  -0.85
N -0.65884 -0.70999 1.30855  -0.49
N 0.11617 -0.41450 0.13608  -0.20
O 0.27435 0.53876 -2.92206  -0.93
O -1.89884 0.74331 -1.82417  -0.88
O -1.38558 -1.13884 -3.42476  -0.94
S -0.75387 -0.29854 -2.39821  2.29
H -1.41199 0.13879 2.95832  0.19
H -1.28325 1.32350 1.42777  0.20
H 0.41608 -2.02035 -1.28103  0.23
H -1.24809 -1.73982 -0.58223  0.28
H 3.72136 -0.64224 1.34455  0.42
H 4.26249 0.82431 0.55542  0.39
H 1.28094 1.49908 -0.93994  0.42
H 2.97237 1.75150 -1.22766  0.40
H -3.40631 0.68140 1.03959  0.35
H -3.37420 -0.43952 2.07173  0.35
H 0.09571 -1.11957 1.85056  0.37
H -2.73726 0.24934 -1.74210  0.50

Cartesian forces (eV/Å) of the 3 atoms listed first:
C -3.3 0.0 -2.0
C -0.8 -1.8 -3.9
C 1.3 -0.8 -1.0

The following is a DFT calculation (ωB97M-V/def2-TZVPD) of a single C4H8O2 molecule.

The calculation puts the relative energy (zero: lowest compared OMol25 entry of this formula, charge and spin) at 78.3 kJ/mol. As for the structure (SMILES): O[C@H]1CCCO1. The net charge is 0.

Each line ends with the natural charge from an NBO analysis.
Atoms and positions in Å:
O 0.49821 -0.27383 1.24550  -0.54
C -0.47318 0.76404 1.05307  -0.08
C -0.76595 0.80524 -0.45074  -0.44
C 0.52105 0.21389 -1.03225  -0.44
C 0.80374 -0.85886 0.00533  0.36
O -0.06723 -1.93489 -0.27068  -0.74
H -0.30038 -2.32307 0.58171  0.48
H -0.04065 1.70875 1.40502  0.17
H -1.35481 0.54135 1.66359  0.18
H -0.98707 1.81253 -0.81166  0.22
H -1.60650 0.14973 -0.69362  0.22
H 0.40728 -0.21468 -2.02986  0.23
H 1.32907 0.95366 -1.04382  0.21
H 1.84445 -1.20447 0.06122  0.16

Cartesian forces (eV/Å) of the 3 atoms listed first:
O 0.0 -0.1 0.0
C -0.2 0.2 0.0
C -0.1 0.0 0.0

The following is a DFT calculation (ωB97M-V/def2-TZVPD) of a single C4H10N4 molecule.

The calculation puts the relative energy (zero: lowest compared OMol25 entry of this formula, charge and spin) at 244.7 kJ/mol. As for the structure (SMILES): [H]/N=C(\NC)N(N)C=C. The net charge is 0.

Each line ends with the natural charge from an NBO analysis.
Atoms and positions in Å:
C -0.27914 -0.04361 2.50718  -0.41
N 0.23817 0.31787 -0.87541  -0.32
N 0.53244 0.44474 1.40348  -0.65
C -0.10146 0.97589 0.30748  0.57
N 1.62417 0.01427 -1.02536  -0.67
C -0.67895 -0.47647 -1.55383  0.01
C -0.49242 -1.44524 -2.45582  -0.54
N -0.97066 1.92752 0.40503  -0.68
H 1.13587 -0.30108 1.05029  0.39
H 2.14386 0.81375 -0.64539  0.37
H 1.83171 0.06012 -2.02618  0.37
H -0.98039 2.22290 1.38521  0.34
H -1.69508 -0.24917 -1.23063  0.22
H 0.16393 -0.95470 2.92081  0.21
H -1.29709 -0.28791 2.18128  0.19
H -0.33250 0.70817 3.29867  0.19
H 0.49633 -1.73364 -2.79398  0.19
H -1.33878 -1.99339 -2.85284  0.22

Cartesian forces (eV/Å) of the 3 atoms listed first:
C -0.3 0.3 0.5
N -0.4 0.3 -1.7
N 1.6 -1.4 -0.1

The following is a DFT calculation (ωB97M-V/def2-TZVPD) of a single C2H4N4O molecule.

The calculation puts the relative energy (zero: lowest compared OMol25 entry of this formula, charge and spin) at 542.6 kJ/mol. The net charge is 0.

Each line ends with the natural charge from an NBO analysis.
Atoms and positions in Å:
C 0.00970 -0.21639 -0.54155  0.50
C -0.98948 -0.21922 0.57054  -0.70
N 0.63824 0.83033 -1.02834  -0.27
N 1.24721 0.12503 1.30190  -0.10
N 1.27629 1.68275 -0.32035  -0.07
N 1.29866 1.24188 0.89194  0.02
O -0.01352 -1.31310 -1.27477  -0.66
H -1.95767 -0.17996 0.11548  0.24
H -0.96592 0.53944 1.34039  0.25
H -0.94068 -1.28398 1.17574  0.26
H 0.39716 -1.20680 -2.23098  0.51

Cartesian forces (eV/Å) of the 3 atoms listed first:
C 1.1 0.9 0.4
C -0.4 -3.1 1.8
N -1.3 -0.9 -1.8

The following is a DFT calculation (ωB97M-V/def2-TZVPD) of 2 unconnected molecules or ions with the total composition C3H8O4.

The calculation puts the relative energy (zero: lowest compared OMol25 entry of this formula, charge and spin) at 111.5 kJ/mol. As for the structure (SMILES): O=C(O)CCO.O. The net charge is 0.

Each line ends with the natural charge from an NBO analysis.
Atoms and positions in Å:
O -1.08568 -1.43442 0.50025  -0.63
C -0.61706 -0.87520 -0.51781  0.79
O 0.13383 -1.43456 -1.41729  -0.67
C -1.05142 0.49868 -0.83251  -0.53
C -0.56641 1.43369 0.19301  -0.05
O 0.84185 1.70579 0.21092  -0.74
H 0.27797 -2.38753 -1.34454  0.50
H -0.78022 0.84680 -1.67597  0.21
H -2.15575 0.42396 -0.78259  0.24
H -0.98908 2.37043 -0.03194  0.18
H -1.03262 1.13389 1.17478  0.17
H 1.38189 0.91496 0.49057  0.50
H 1.97499 -1.07824 2.14860  0.49
H 1.59339 -1.36787 0.68132  0.47
O 2.07431 -0.75038 1.20321  -0.95

Cartesian forces (eV/Å) of the 3 atoms listed first:
O 1.8 0.7 -2.4
C -3.0 -1.4 3.3
O 1.4 -0.5 -1.5

The following is a DFT calculation (ωB97M-V/def2-TZVPD) of a single C5H8O2 molecule.

The calculation puts the relative energy (zero: lowest compared OMol25 entry of this formula, charge and spin) at 249.4 kJ/mol. As for the structure (SMILES): C[C@@]1(O)C[C@H]2O[C@H]21. The net charge is 0.

Each line ends with the natural charge from an NBO analysis.
Atoms and positions in Å:
C 1.46366 0.59783 -0.33964  -0.67
C 0.30838 -0.14086 0.37263  0.24
O 0.79653 -0.66157 1.58266  -0.70
C -1.02156 0.66766 0.50639  -0.44
C -1.68112 -0.36034 -0.41166  0.05
O -0.91708 -0.41502 -1.61625  -0.49
C -0.45919 -1.16143 -0.49453  0.02
H 1.11829 0.80309 -1.34654  0.25
H 1.72466 1.54558 0.15800  0.22
H 2.40363 0.01882 -0.41728  0.21
H 1.69196 -0.34481 1.43430  0.47
H -1.41587 0.64965 1.52910  0.23
H -0.98153 1.69366 0.13156  0.21
H -2.72092 -0.65924 -0.48680  0.20
H -0.30984 -2.23301 -0.60194  0.21

Cartesian forces (eV/Å) of the 3 atoms listed first:
C -0.3 0.0 -0.2
C 0.2 0.5 -0.6
O 0.3 0.3 -0.2

The following is a DFT calculation (ωB97M-V/def2-TZVPD) of a molecular structure, C4H7NO.

The calculation puts the relative energy (zero: lowest compared OMol25 entry of this formula, charge and spin) at 744.1 kJ/mol. The net charge is 0.

Each line ends with the natural charge from an NBO analysis.
Atoms and positions in Å:
C -1.63318 -0.51866 -0.22786  -0.44
N -1.24285 0.81151 0.35727  -0.55
C -0.31814 0.40844 -0.60864  0.02
C 0.92392 -0.42180 -0.35311  -0.23
C 2.01466 0.27292 0.34238  -0.12
O 1.09083 -0.48458 1.11003  -0.57
H -1.60603 -1.30770 0.52656  0.27
H -2.50812 -0.48549 -0.86906  0.23
H -0.78582 0.60744 1.25311  0.39
H -0.44278 0.80890 -1.61786  0.23
H -0.50224 -1.00520 -0.75856  0.42
H 3.02716 -0.13338 0.29115  0.18
H 1.97804 1.34990 0.53269  0.16

Cartesian forces (eV/Å) of the 3 atoms listed first:
C -0.3 -0.2 0.0
N 0.2 0.0 0.1
C 0.2 0.0 -0.2

Here are the calculated maximum force numbers, same order: 0.2316; 0.0850; 0.0062; 0.0480; 0.0833; 0.1353; 0.0304; 0.0078 (Eh/bohr).
Here are the calculated HOMO energy numbers, same order: -15.5; -8.2; -10.2; -8.0; -8.6; -10.3; -9.8; -7.5 (eV).